Entry 1:
{"formula": "C2H4KO2", "method": "the ωB97M-V functional and the def2-TZVPD basis", "homo_lumo_gap_ha": [0.139, 0.223], "e_homo_ev": [-5.0, -7.3], "spin_multiplicity": 2, "elements": ["H", "C", "C", "O", "O", "H", "H", "H", "K"], "positions_angstrom": [[-0.555622, 1.327460, -0.253680], [0.309263, -0.643754, 0.143537], [-0.850889, 0.276280, -0.398748], [-0.770822, -0.003991, -1.779924], [1.131641, -0.102873, 1.008694], [0.124585, -0.728547, -1.640827], [-0.024075, -1.680307, 0.329866], [-1.771210, -0.071311, 0.107306], [2.407130, 1.627041, 2.483777]], "forces_ev_per_a": [[-0.518, -0.182, 0.520], [-0.956, 1.824, 1.479], [2.087, -1.428, 0.424], [2.012, -2.544, -0.367], [0.647, 0.037, 0.202], [-2.795, 2.430, -0.979], [0.180, -0.065, -0.111], [-0.119, 0.649, -0.512], [-0.539, -0.723, -0.656]]}

---

Entry 2:
{"formula": "C30H49BBr2Cl2F4N3O7", "method": "the ωB97M-V functional and the def2-TZVPD basis", "homo_lumo_gap_ha": 0.221, "e_homo_ev": -10.7, "total_charge": 1, "spin_multiplicity": 1, "elements": ["C", "O", "C", "C", "C", "C", "C", "Br", "C", "C", "Br", "C", "F", "C", "Cl", "N", "Cl", "C", "C", "C", "C", "O", "B", "C", "O", "C", "C", "C", "C", "C", "O", "O", "C", "C", "C", "F", "C", "F", "F", "H", "H", "H", "H", "H", "H", "H", "H", "H", "H", "H", "H", "H", "H", "H", "H", "H", "H", "H", "H", "H", "H", "H", "H", "H", "H", "H", "H", "H", "H", "H", "H", "H", "H", "H", "C", "C", "O", "N", "C", "H", "H", "H", "H", "H", "H", "H", "C", "C", "O", "N", "C", "H", "H", "H", "H", "H", "H", "H"], "positions_angstrom": [[-0.018224, 2.273008, 6.569899], [-0.777817, 1.455249, 5.682040], [-0.287382, 1.669830, 4.338621], [-0.475405, 0.347203, 3.506540], [0.838420, 0.003227, 2.714429], [0.742182, -0.665639, 1.284241], [1.583182, -2.026377, 1.440713], [3.161834, -2.628559, 0.459106], [1.270399, -2.984659, 2.346024], [2.093601, -4.282398, 2.553975], [-0.240420, -2.951019, 3.537107], [-0.673904, -1.204360, 0.862492], [-0.560809, -2.463061, 0.249378], [-1.645055, -0.391730, -0.064229], [-2.411628, -1.533814, -1.267560], [-1.135051, 0.859837, -0.777060], [-1.425669, 0.690757, -2.527051], [0.194489, 1.411839, -0.342189], [0.816036, 2.341143, -1.428229], [-0.224520, 3.525975, -1.836117], [0.360821, 4.969047, -1.731260], [0.117888, 4.247394, -3.019633], [-0.206442, 2.492740, 0.840658], [0.651275, 3.797023, 1.238938], [-1.366461, 2.495815, 1.600786], [1.290580, 0.304165, 0.114398], [2.589249, 1.087020, 0.508671], [3.720396, 0.398000, 1.320403], [4.593777, 1.545874, 2.007013], [3.986228, 2.005844, 3.337201], [2.997662, 2.655922, 3.462127], [4.694977, 1.644084, 4.482490], [1.551666, -0.504438, -1.237964], [2.980501, -0.503069, -1.866553], [3.254380, 0.654130, -2.827306], [2.462188, 0.836890, -3.942525], [4.302355, 1.547041, -2.678330], [5.535429, 1.071828, -2.884738], [4.198479, 2.820154, -2.313083], [1.042225, 1.936580, 6.630302], [-0.433862, 2.182526, 7.594948], [-0.051060, 3.348731, 6.292183], [-0.873317, 2.521347, 3.942923], [0.779140, 1.954340, 4.447172], [-1.403873, 0.368653, 2.899706], [-0.703097, -0.369355, 4.323402], [1.459799, -0.583001, 3.422503], [1.366705, 0.983889, 2.702614], [3.124282, -4.015038, 2.870056], [1.679844, -4.915002, 3.357572], [2.099737, -4.907092, 1.636865], [-1.298831, -1.438041, 1.749638], [-2.547144, -0.082831, 0.505721], [-1.839982, 1.595079, -0.636384], [1.699952, 2.916989, -1.136908], [0.975278, 1.892048, -2.423872], [-1.314468, 3.394154, -1.583787], [-0.359999, 5.775235, -1.541667], [1.424362, 5.024956, -1.468178], [1.665900, 3.829145, 0.815654], [0.021902, 4.679244, 1.011395], [0.756461, 3.777280, 2.349607], [-1.985299, 1.769089, 1.448547], [3.069609, 1.614145, -0.338506], [2.377372, 1.928897, 1.211034], [3.405571, -0.237380, 2.169256], [4.471890, -0.180802, 0.759525], [5.647519, 1.209952, 2.095807], [4.618121, 2.372513, 1.259939], [5.593772, 1.978055, 4.306059], [1.262493, -1.573659, -1.142884], [0.946533, -0.178810, -2.102633], [3.020810, -1.425513, -2.500732], [3.844229, -0.588201, -1.194109], [-2.605555, -4.754059, 0.366347], [-2.927673, -6.177296, 0.750664], [-2.315454, -6.761054, 1.629516], [-3.933225, -6.802724, 0.082082], [-4.767686, -6.279853, -0.982471], [-1.787225, -4.396333, 0.984524], [-2.297299, -4.704283, -0.679715], [-3.473345, -4.112083, 0.532899], [-4.091235, -7.749615, 0.392069], [-5.810742, -6.320113, -0.663588], [-4.645087, -6.908497, -1.866309], [-4.509320, -5.255445, -1.233188], [-4.660139, 1.561131, -7.408540], [-3.991496, 1.596775, -6.059042], [-3.778195, 2.639887, -5.463246], [-3.619476, 0.409757, -5.501327], [-3.777891, -0.931158, -6.034122], [-4.894316, 2.576671, -7.716524], [-3.992744, 1.118940, -8.149960], [-5.589487, 0.991697, -7.355510], [-3.181273, 0.523564, -4.602669], [-4.378588, -1.518258, -5.336577], [-2.792632, -1.392407, -6.126113], [-4.261698, -0.925280, -7.005392]], "forces_ev_per_a": [[-0.035, 0.049, 0.876], [0.746, 0.288, -0.345], [-0.620, -0.181, 0.443], [-0.086, 0.423, 1.125], [-0.857, 1.094, 0.874], [1.286, -0.645, -0.631], [-0.299, -0.707, 1.073], [-0.728, 0.586, -0.001], [0.803, -0.615, -0.200], [-0.351, 0.115, 0.392], [0.443, -0.041, -0.395], [-0.794, -0.814, 0.259], [0.543, 0.840, 0.140], [-1.176, -1.161, -0.065], [0.046, 0.325, 1.274], [-0.761, -0.492, -1.464], [0.881, 0.956, -0.481], [1.782, 1.142, 1.618], [-2.546, 1.715, -1.825], [1.832, 1.624, 0.988], [-1.510, -2.803, -1.271], [-0.142, -0.022, 1.964], [0.334, 1.334, 1.386], [-0.125, -1.029, 0.373], [0.185, -0.697, -1.567], [-0.117, -0.255, -1.367], [0.302, 0.661, 1.395], [1.253, 0.474, 1.017], [-0.083, -0.105, -1.033], [1.411, 0.047, 0.406], [-0.881, -0.156, -0.405], [-0.002, 0.610, -1.193], [0.243, -0.673, -0.306], [0.838, -1.084, -2.572], [0.790, 0.307, 0.220], [-1.119, 0.614, 1.624], [-0.951, -1.543, -0.315], [-0.116, 0.995, 2.055], [0.732, -0.024, -1.654], [-0.533, 0.221, -0.241], [0.048, -0.047, -0.721], [0.022, -0.552, 0.000], [0.529, -0.338, -0.119], [-0.416, -0.221, -0.512], [0.556, 0.152, 0.190], [0.341, 0.106, -0.805], [-0.385, 0.058, -0.749], [-0.249, -0.717, -0.685], [-0.550, -0.223, -0.445], [-0.051, 0.500, -0.360], [0.156, 0.520, 0.485], [0.569, 0.468, -0.391], [0.846, 0.117, -0.129], [0.326, -0.194, 0.307], [-0.208, -0.822, 0.288], [0.258, -0.355, 0.727], [0.957, 0.233, -0.605], [0.673, -0.192, -0.143], [-0.591, 0.327, -0.096], [-0.528, 0.436, 0.077], [0.535, -0.311, -0.045], [-0.007, 0.024, -0.681], [-0.014, 0.162, 0.394], [-0.442, -0.708, 0.187], [-0.557, -0.597, -0.657], [-0.232, 0.098, -0.733], [-0.737, 0.155, -0.050], [-0.730, 0.065, 0.305], [-0.071, -0.168, 0.789], [-0.045, -0.630, 0.371], [0.240, 0.737, 0.230], [-0.075, 0.152, 0.718], [-0.153, 0.300, 0.690], [-0.553, 0.245, -0.067], [-0.003, 0.016, 0.029], [0.026, -0.355, 0.215], [0.060, 0.158, -0.030], [0.191, 0.328, 0.020], [-0.052, -0.518, 0.203], [-0.035, -0.163, 0.039], [-0.103, 0.112, -0.008], [0.009, 0.032, -0.161], [-0.014, 0.030, -0.027], [-0.050, 0.143, -0.186], [-0.110, 0.171, -0.123], [0.048, -0.036, 0.067], [-0.018, 0.030, -0.021], [0.058, 0.341, 0.159], [0.014, -0.082, 0.028], [-0.128, 0.022, -0.338], [0.256, 0.092, 0.517], [0.063, -0.010, 0.123], [-0.121, -0.095, -0.020], [0.068, -0.080, -0.116], [-0.099, -0.056, -0.004], [-0.045, -0.158, -0.184], [-0.103, -0.166, -0.160], [0.014, 0.088, 0.040]]}